DFT (ωB97M-V with the def2-TZVPD basis set) results for C30H50AlCl3N4O4Si as an isolated structure in a non-equilibrium geometry.

XYZ file:
```
93
C30H50AlCl3N4O4Si, DFT ωB97M-V with the def2-TZVPD basis set
C 2.646 -6.341 -2.703
C 2.266 -7.453 -1.786
H 3.688 -6.012 -2.558
H 2.001 -5.463 -2.570
H 2.563 -6.679 -3.753
C 2.949 -8.621 -1.791
C 4.139 -8.883 -2.664
H 2.621 -9.477 -1.193
H 4.961 -8.163 -2.506
H 3.849 -8.857 -3.729
H 4.542 -9.882 -2.463
Al 0.003 -2.440 -0.939
Cl -0.911 -0.637 -1.832
Cl -1.026 -4.420 -1.471
C -2.349 -2.400 0.651
O -1.075 -2.382 0.614
N -3.016 -2.600 1.783
C -2.305 -2.653 3.055
C -4.460 -2.790 1.773
H -2.924 -2.252 -0.270
H -1.988 -1.643 3.331
H -1.424 -3.295 2.976
H -2.972 -3.032 3.830
H -4.866 -2.320 0.872
H -4.900 -2.330 2.672
H -4.722 -3.858 1.748
H 4.287 0.724 -0.506
H 3.678 -2.700 -1.053
C 4.441 0.063 0.354
C 4.150 -2.365 -0.116
N 3.547 -1.079 0.246
H 4.275 0.643 1.269
C 2.230 -0.939 0.346
O 1.407 -1.898 0.188
H 3.989 -3.117 0.676
H 1.846 0.048 0.636
H 5.475 -0.276 0.312
H 5.219 -2.186 -0.281
O 1.460 -6.159 0.074
C 1.066 -7.169 -0.880
C 1.137 -9.203 0.650
C 0.414 -8.424 -0.258
H 2.209 -9.047 0.733
C 0.491 -10.094 1.518
H 0.350 -6.600 -1.485
C -0.948 -8.746 -0.467
H 1.085 -10.593 2.287
C -0.890 -10.265 1.433
C -1.600 -9.632 0.403
H -1.495 -8.252 -1.280
H -1.400 -10.902 2.153
H -2.676 -9.784 0.293
Si 0.810 -5.840 1.600
Cl 1.675 -2.977 -2.443
C 1.671 -7.029 2.809
C -1.038 -6.149 1.591
C 1.076 -4.157 2.365
H 1.060 -7.929 2.961
H 1.845 -6.573 3.800
H 2.648 -7.346 2.404
H 2.151 -3.999 2.518
H 0.592 -4.195 3.350
H 0.661 -3.317 1.799
H -1.210 -7.235 1.562
H -1.477 -5.693 0.688
H -1.538 -5.728 2.477
C -2.910 5.600 -1.603
C -1.592 6.021 -0.973
N -0.954 4.874 -0.305
C 0.479 4.670 -0.598
C 1.439 5.236 0.434
C -1.514 4.472 0.908
O -2.361 5.135 1.500
C -1.107 3.124 1.444
C -1.376 2.809 2.795
C -0.998 1.559 3.272
C -0.344 0.670 2.380
N -0.077 0.991 1.119
C -0.593 2.111 0.611
H -2.786 4.618 -2.078
H -3.204 6.331 -2.366
H -3.691 5.529 -0.839
H -0.890 6.350 -1.749
H -1.759 6.844 -0.256
H 0.662 3.593 -0.710
H 0.636 5.128 -1.581
H 1.450 4.622 1.341
H 2.451 5.234 0.015
H 1.179 6.269 0.694
H -1.868 3.554 3.431
H -1.158 1.245 4.299
H -0.009 -0.323 2.691
H -0.618 2.157 -0.482
```

Kohn-Sham gap = 8.28 eV
Electronic energy = -3605.92008 Eh
Energy relative to the best compared isomer or geometry (same formula, charge and spin) = 0.0000 eV
Charge = 0

DFT (ωB97M-V with the def2-TZVPD basis set) results for the molecule C3H6ClN3 in a non-equilibrium geometry.

XYZ file:
```
13
C3H6ClN3, DFT ωB97M-V with the def2-TZVPD basis set
H 1.505 1.099 0.390
N 1.198 1.453 -0.547
C 0.338 0.688 -1.005
N -0.113 0.677 -2.328
N -0.197 -0.651 -0.242
Cl -2.022 -0.603 -0.290
C 0.331 -0.791 1.032
C -0.301 -0.753 2.174
H -0.169 1.503 -2.878
H -0.902 0.068 -2.522
H 1.478 -1.104 1.104
H 0.173 -1.134 3.053
H -1.319 -0.453 2.060
```

Kohn-Sham gap = 9.35 eV
Structure (SMILES) = [H]/N=C(/N)N(Cl)C=C
Electronic energy = -742.28045 Eh
Energy relative to the best compared isomer or geometry (same formula, charge and spin) = 2.2518 eV
Charge = 0

DFT (ωB97M-V with the def2-TZVPD basis set) results for a 2-piece molecular cluster, C3H5N3 overall.

XYZ file:
```
11
C3H5N3, DFT ωB97M-V with the def2-TZVPD basis set
C -1.860 0.042 0.042
C -0.435 0.382 -0.148
C 0.566 1.052 -0.413
N 2.218 -0.290 -0.160
N 1.531 -1.232 0.326
N 0.414 -1.507 0.446
H -2.153 -0.766 -0.634
H -2.506 0.906 -0.147
H -2.033 -0.310 1.063
H 1.175 1.871 -0.734
H 3.084 -0.148 0.360
```

Kohn-Sham gap = 9.98 eV
Electronic energy = -281.40895 Eh
Energy relative to the best compared isomer or geometry (same formula, charge and spin) = 4.9280 eV
Charge = 0

- charge of number 3 (C3H5N3)?
  0